Entry 1:
Molecular formula: C32H59FN2O3P
Method: DFT, wB97M-V/def2-TZVPD

Each line ends with the Löwdin charge.
Atoms and positions in Å:
C 3.727 -2.356 -0.591  -0.1059
C 2.525 -2.332 0.418  -0.1942
C 1.362 -1.304 0.055  -0.2511
C 0.774 -1.782 -1.334  -0.1348
C -0.274 -0.684 -1.745  -0.4044
P -1.380 -1.380 -3.099  0.9927
C -2.111 -3.035 -2.592  -0.3910
C -2.785 -3.048 -1.148  -0.1400
C -2.885 -0.227 -3.196  -0.3979
C -3.989 -0.978 -4.082  -0.1621
N 0.265 0.677 -1.958  -0.0178
C 0.895 0.939 -3.299  -0.1423
C 2.250 0.155 -3.558  -0.1554
C 2.899 0.837 -4.856  -0.1345
C 4.169 1.722 -4.532  -0.1520
O 5.240 1.276 -5.424  -0.0622
C 6.183 0.622 -4.592  -0.4903
C 5.893 -0.815 -4.057  0.0206
O 7.198 1.211 -4.369  0.1415
C 1.027 1.247 -0.775  -0.3345
N 2.074 2.218 -1.214  0.1055
C 0.048 2.217 0.035  -0.0765
C -1.255 1.587 0.582  -0.1964
C -1.395 0.477 1.511  -0.0373
C -2.685 -0.081 1.941  -0.0243
C -3.902 0.518 1.417  -0.2539
C -5.326 -0.026 1.780  -0.0506
C -3.831 1.640 0.492  -0.0354
C -2.534 2.147 0.095  -0.0398
C 1.841 0.216 0.094  -0.1657
C 2.084 0.578 1.598  -0.1012
C 3.330 1.462 1.930  -0.3300
C 4.690 0.988 1.327  -0.0328
F 3.092 2.861 1.749  -0.0540
H 3.453 -2.777 -1.599  0.0769
H 4.483 -3.083 -0.180  0.0909
H 4.243 -1.375 -0.742  0.0500
H 2.898 -2.225 1.467  0.1054
H 2.043 -3.352 0.368  0.1230
H 0.552 -1.511 0.812  0.1339
H 0.183 -2.717 -1.117  0.1126
H 1.524 -2.043 -2.110  0.0943
H -0.959 -0.622 -0.845  0.1190
H -1.244 -3.753 -2.562  0.0724
H -2.835 -3.390 -3.359  0.0716
H -2.069 -3.544 -0.434  0.0715
H -3.049 -2.031 -0.765  0.0506
H -3.698 -3.692 -1.205  0.0769
H -2.642 0.743 -3.700  0.0714
H -3.363 -0.055 -2.198  0.0573
H -4.521 -0.286 -4.775  0.0740
H -4.758 -1.492 -3.451  0.0786
H -3.464 -1.755 -4.701  0.0510
H -0.580 1.280 -1.988  0.1627
H 0.236 0.600 -4.151  0.1136
H 0.995 2.037 -3.522  0.1365
H 2.932 0.179 -2.676  0.0895
H 1.967 -0.879 -3.884  0.1062
H 3.164 0.014 -5.562  0.1165
H 2.082 1.426 -5.362  0.1140
H 3.945 2.790 -4.786  0.1363
H 4.427 1.571 -3.455  0.1166
H 5.500 -0.739 -3.005  0.0758
H 6.851 -1.392 -4.025  0.0999
H 5.116 -1.348 -4.669  0.0896
H 1.673 3.128 -1.422  0.0957
H 2.843 2.251 -0.553  0.0717
H 0.592 2.695 0.896  0.1307
H -0.257 3.090 -0.615  0.1283
H -0.494 -0.030 1.907  0.0799
H -2.709 -0.948 2.634  0.1191
H -5.225 -1.147 1.832  0.0860
H -5.963 0.157 0.870  0.0820
H -5.754 0.415 2.708  0.0797
H -4.721 2.131 0.027  0.1188
H -2.482 2.992 -0.635  0.1066
H 2.861 0.159 -0.392  0.1132
H 2.226 -0.364 2.201  0.1291
H 1.220 1.081 2.116  0.1152
H 3.461 1.368 3.048  0.1495
H 4.843 1.380 0.279  0.0869
H 5.583 1.242 1.942  0.0921
H 4.691 -0.135 1.214  0.0814
C -3.909 1.519 5.309  -0.0740
C -4.716 0.648 6.255  -0.2744
O -4.143 -0.631 6.478  -0.1621
C -2.844 -0.646 7.048  -0.2852
C -2.768 0.015 8.413  -0.0779
H -3.778 1.019 4.347  0.0506
H -4.417 2.471 5.141  0.0830
H -2.914 1.737 5.702  0.0686
H -5.702 0.471 5.821  0.1164
H -4.888 1.157 7.210  0.1090
H -2.120 -0.203 6.354  0.1014
H -2.567 -1.698 7.150  0.1180
H -3.024 1.075 8.368  0.0664
H -1.758 -0.067 8.819  0.0787
H -3.464 -0.460 9.107  0.0852

Summary:
Charge: +1
Kohn-Sham gap (eV): 8.877
HOMO level (Eh): -0.40811

***

Entry 2:
Molecular formula: C19H38IrN3O2PSi
Method: DFT, wB97M-V/def2-TZVPD

Each line ends with the Löwdin charge.
Atoms and positions in Å:
Ir -1.116 0.332 -0.039  0.9676
Si -3.117 -0.043 1.617  0.4222
P -2.463 0.915 -1.716  0.5863
N 0.074 1.696 -0.255  -0.1305
H -1.852 -0.669 1.068  -0.1684
C -1.633 1.124 -3.380  -0.2538
H -2.319 1.425 -4.194  0.0472
H -1.144 0.183 -3.670  0.0184
H -0.857 1.899 -3.316  0.0377
C -3.988 -0.001 -2.277  -0.2666
H -4.615 0.590 -2.975  0.0496
H -4.604 -0.245 -1.400  0.0117
H -3.708 -0.932 -2.794  0.0274
C -3.142 2.627 -1.451  -0.2723
H -3.824 2.949 -2.259  0.0456
H -2.305 3.339 -1.387  0.0333
H -3.700 2.620 -0.507  0.0206
C -3.665 -1.730 2.197  -0.3145
H -2.848 -2.419 1.942  0.0110
H -4.554 -2.057 1.638  0.0214
H -3.827 -1.766 3.284  0.0224
H -2.711 0.712 2.842  -0.0604
H -4.282 0.494 0.804  -0.0613
C 0.442 2.924 0.148  -0.3683
C 1.865 4.904 0.227  -0.1004
C 1.575 3.681 -0.333  -0.0328
C -0.394 3.531 1.133  -0.0472
C -0.083 4.768 1.671  -0.0875
C 1.047 5.466 1.224  -0.0863
H 2.748 5.471 -0.100  0.1084
H 2.173 3.265 -1.163  0.1125
H -1.279 2.980 1.446  0.0851
H -0.728 5.187 2.434  0.1021
H 1.269 6.444 1.645  0.0999
C 0.189 -2.414 -2.357  -0.5890
O 0.419 -1.218 -2.090  -0.1460
C 1.007 -3.527 -1.746  -0.0625
H 0.378 -4.153 -1.103  0.0610
H 1.859 -3.160 -1.157  0.0539
H 1.414 -4.148 -2.554  0.0716
C -1.102 -2.785 -3.002  -0.0805
H -1.108 -2.297 -3.986  0.0733
H -1.959 -2.432 -2.423  0.0459
H -1.133 -3.867 -3.171  0.0705
C 2.837 0.111 -0.690  -0.0303
N 2.924 -0.729 0.493  -0.0697
C 4.134 -1.533 0.659  -0.1551
C 4.367 -1.802 2.122  -0.1644
C 3.137 -2.418 2.721  -0.1759
N 1.948 -1.694 2.356  -0.0906
C 0.799 -1.975 3.180  -0.0390
C 1.784 -1.009 1.191  -0.4061
O 0.597 -0.723 0.814  -0.1860
H 2.463 1.120 -0.445  0.0580
H 2.157 -0.329 -1.438  0.0689
H 3.850 0.178 -1.112  0.0891
H 4.014 -2.495 0.119  0.1308
H 4.960 -0.972 0.202  0.1221
H 4.624 -0.870 2.637  0.1246
H 5.212 -2.487 2.225  0.1196
H 3.194 -2.422 3.815  0.1220
H 3.060 -3.468 2.386  0.1353
H 0.355 -2.960 2.958  0.1001
H 1.140 -1.986 4.225  0.0902
H 0.047 -1.201 3.070  0.0777

Summary:
Multiplicity: 6
Charge: 0
Kohn-Sham gap (spin up / spin down) (eV): 3.117 / 6.201
HOMO level (spin up / spin down) (Eh): -0.09184 / -0.28666

***

Entry 3:
Molecular formula: C3H7NO
Method: DFT, wB97M-V/def2-TZVPD

Each line ends with the Löwdin charge.
Atoms and positions in Å:
C 0.704 -1.253 0.748  0.0587
C -1.133 0.300 -0.722  -0.0998
C 0.212 0.791 -0.266  -0.2070
N 0.800 0.007 0.783  -0.3776
O 1.577 0.680 1.482  -0.0553
H 1.207 -1.909 1.462  0.1051
H 0.061 -1.715 0.048  0.0596
H -1.863 0.924 -0.113  0.1032
H -1.276 0.318 -1.811  0.0824
H -1.331 -0.709 -0.367  0.0473
H 0.841 0.760 -1.291  0.1745
H 0.201 1.808 0.048  0.1089

Summary:
SMILES: C=[N+]([O-])CC
Charge: 0
Kohn-Sham gap (eV): 9.608
Energy relative to the best compared isomer or geometry (same formula, charge and spin) (kcal/mol): 88.4
HOMO level (Eh): -0.32671

***

Entry 4:
Molecular formula: C14H37NO8S5
Method: DFT, wB97M-V/def2-TZVPD

Each line ends with the Löwdin charge.
Atoms and positions in Å:
N -1.105 0.108 -0.436  0.1727
C -0.020 -0.511 0.225  -0.5431
O 0.212 -0.364 1.402  0.1023
O 0.749 -1.363 -0.534  -0.0302
C 1.588 -0.639 -1.437  -0.1329
C 1.479 -1.308 -2.804  -0.3043
C 1.319 -2.781 -2.733  -0.0233
O 0.243 -1.836 -3.105  -0.0625
H -1.434 -0.510 -1.170  0.1028
H -0.756 0.969 -0.838  0.0973
H 1.271 0.387 -1.581  0.1130
H 2.628 -0.724 -1.152  0.1251
H 2.069 -0.921 -3.605  0.1177
H 0.777 -3.221 -1.916  0.1102
H 1.699 -3.340 -3.570  0.1031
C -3.565 1.600 2.281  -0.2621
S -4.205 0.127 1.483  0.7844
O -4.414 0.461 0.051  -0.5805
C -5.814 0.165 2.288  -0.2755
H -2.570 1.786 1.884  0.0441
H -4.216 2.447 2.063  0.0578
H -3.505 1.432 3.357  0.0556
H -6.313 1.109 2.068  0.0548
H -5.682 0.044 3.363  0.0524
H -6.404 -0.661 1.898  0.0461
C 2.816 -1.275 2.529  -0.2772
S 4.416 -0.625 2.052  0.7978
O 5.037 -1.610 1.128  -0.5560
C 5.202 -0.835 3.657  -0.2746
H 2.175 -1.274 1.659  0.0123
H 2.931 -2.297 2.896  0.0532
H 2.377 -0.642 3.299  0.0543
H 5.161 -1.885 3.949  0.0543
H 4.692 -0.214 4.394  0.0509
H 6.239 -0.519 3.570  0.0459
C -5.299 3.064 -2.895  -0.2652
S -3.680 2.305 -2.730  0.7824
O -2.749 3.357 -2.237  -0.5613
C -3.377 2.124 -4.495  -0.2725
H -5.659 3.303 -1.897  0.0495
H -5.220 3.977 -3.487  0.0560
H -5.981 2.359 -3.370  0.0541
H -3.422 3.099 -4.981  0.0546
H -4.121 1.451 -4.922  0.0524
H -2.385 1.696 -4.622  0.0456
C 1.087 -3.617 5.280  -0.2723
S -0.125 -2.416 4.708  0.7872
O -0.905 -1.980 5.895  -0.5520
C -1.139 -3.594 3.807  -0.2617
H 1.808 -3.095 5.906  0.0485
H 0.590 -4.393 5.862  0.0558
H 1.597 -4.054 4.421  0.0471
H -1.487 -4.373 4.486  0.0570
H -0.554 -4.028 2.995  0.0550
H -1.990 -3.056 3.395  0.0462
C 4.803 2.275 -4.591  -0.2661
S 4.074 2.069 -2.962  0.8532
O 3.282 0.807 -2.997  -0.5473
C 2.904 3.426 -3.100  -0.2622
H 5.542 1.490 -4.730  0.0514
H 4.028 2.191 -5.353  0.0592
H 5.289 3.249 -4.648  0.0537
H 2.255 3.266 -3.960  0.0604
H 3.449 4.363 -3.203  0.0544
H 2.308 3.450 -2.190  0.0512

Summary:
Charge: 0
Kohn-Sham gap (eV): 9.062
Energy relative to the best compared isomer or geometry (same formula, charge and spin) (kcal/mol): 28.4
HOMO level (Eh): -0.31513

***

Entry 5:
Molecular formula: H12O6
Method: DFT, wB97M-V/def2-TZVPD

Each line ends with the Löwdin charge.
Atoms and positions in Å:
O 0.436 -1.037 1.428  -0.0609
H 0.596 -0.102 1.295  -0.1750
H -0.468 -1.084 1.739  0.0626
O -0.253 -0.007 -0.679  -0.1801
H 0.114 -0.370 0.128  -0.0498
H 0.426 0.581 -1.008  -0.1124
O 0.874 1.500 -1.794  0.0541
H 0.017 1.395 -2.208  0.1038
H 0.758 2.227 -1.183  0.0902
O 0.909 -1.730 -0.867  -0.0801
H 1.671 -1.163 -0.981  0.0420
H 0.206 -1.286 -1.341  0.0019
O 0.335 0.968 1.715  0.0833
H 1.086 1.549 1.833  0.1168
H 0.090 0.709 2.603  0.1193
O -2.478 -0.512 -0.482  -0.0606
H -1.950 -0.175 0.241  0.0070
H -2.368 -1.462 -0.437  0.0379

Summary:
Charge: 0
Kohn-Sham gap (eV): 8.264
Energy relative to the best compared isomer or geometry (same formula, charge and spin) (kcal/mol): 171.3
HOMO level (Eh): -0.31213

***

Entry 6:
Molecular formula: C2HBrF4O
Method: DFT, wB97M-V/def2-TZVPD

Each line ends with the Löwdin charge.
Atoms and positions in Å:
C -0.488 0.053 -0.244  -0.6393
C 0.142 1.081 0.565  -0.5914
O 0.059 -0.401 -1.261  0.0449
F 0.405 -2.576 -0.759  -0.3462
F 1.531 1.119 0.371  0.1181
F 0.046 0.861 1.907  0.1140
F -0.302 2.307 0.300  0.1814
Br -1.904 -0.894 0.502  0.9937
H 0.511 -1.548 -1.381  0.1247

Summary:
Charge: 0
Kohn-Sham gap (eV): 9.629
Energy relative to the best compared isomer or geometry (same formula, charge and spin) (kcal/mol): 0.0
HOMO level (Eh): -0.43601

***

Entry 7:
Molecular formula: C67H59BrN10S3Sr
Method: DFT, wB97M-V/def2-TZVPD

Each line ends with the Löwdin charge.
Atoms and positions in Å:
Sr -0.272 -0.009 0.070  1.2283
C -1.446 -3.655 -0.873  -0.1355
C -0.832 -4.035 0.482  -0.0964
C -1.503 -3.383 1.664  -0.2677
C -2.330 -4.125 2.504  -0.0065
C -2.924 -3.514 3.594  -0.0421
C -2.676 -2.170 3.823  -0.0443
C -1.852 -1.501 2.937  -0.1629
N -1.279 -2.080 1.877  0.0707
N -1.066 -2.328 -1.405  -0.1964
C -2.218 -1.693 -2.070  -0.1432
C -3.294 -1.324 -1.077  -0.2770
C -4.579 -1.843 -1.152  -0.0075
C -5.513 -1.467 -0.201  -0.0411
C -5.134 -0.582 0.795  -0.0409
C -3.833 -0.110 0.795  -0.1529
N -2.928 -0.466 -0.119  0.0453
C 0.036 -2.430 -2.365  -0.1442
C 1.328 -2.895 -1.736  -0.2783
C 2.105 -3.864 -2.353  -0.0029
C 3.292 -4.258 -1.753  -0.0375
C 3.651 -3.677 -0.549  -0.0378
C 2.812 -2.717 -0.006  -0.1309
N 1.678 -2.319 -0.582  0.0808
H -2.532 -3.682 -0.764  0.1205
H -1.192 -4.425 -1.611  0.1319
H 0.227 -3.792 0.500  0.0958
H -0.917 -5.117 0.588  0.1223
H -2.490 -5.176 2.305  0.1186
H -3.560 -4.082 4.261  0.1161
H -3.103 -1.647 4.668  0.1086
H -1.625 -0.449 3.077  0.0702
H -2.637 -2.336 -2.856  0.1366
H -1.870 -0.771 -2.548  0.1100
H -4.836 -2.537 -1.942  0.1232
H -6.519 -1.866 -0.234  0.1186
H -5.827 -0.270 1.566  0.1132
H -3.492 0.588 1.552  0.0946
H 0.195 -1.437 -2.798  0.1107
H -0.224 -3.100 -3.197  0.1328
H 1.780 -4.308 -3.285  0.1201
H 3.915 -5.014 -2.211  0.1179
H 4.555 -3.964 -0.031  0.1128
H 3.056 -2.251 0.942  0.1013
N -0.719 1.555 1.845  -0.4144
S -1.363 2.700 2.464  0.7249
N -2.690 3.386 1.753  -0.3615
S -2.600 4.267 0.489  0.8599
N -1.735 3.914 -0.708  -0.3460
S -1.501 2.836 -1.935  0.7505
N -0.733 1.621 -1.711  -0.4058
C -3.125 2.570 -2.626  -0.2969
C -4.099 2.052 -1.787  -0.0920
C -5.331 1.695 -2.307  -0.0557
C -5.575 1.838 -3.667  -0.0520
C -4.583 2.324 -4.508  -0.0502
C -3.346 2.686 -3.993  -0.0542
C -0.754 4.026 -3.040  -0.3265
C -1.426 5.163 -3.474  -0.0863
C -0.763 6.066 -4.287  -0.0529
C 0.562 5.836 -4.646  -0.0561
C 1.224 4.704 -4.198  -0.0528
C 0.561 3.786 -3.390  -0.0545
C -4.308 4.516 0.084  -0.3210
C -5.311 3.852 0.772  -0.0656
C -6.626 4.044 0.372  -0.0500
C -6.915 4.883 -0.695  -0.0445
C -5.895 5.552 -1.363  -0.0385
C -4.580 5.376 -0.971  -0.0527
C -2.061 5.905 0.899  -0.3141
C -1.091 6.539 0.141  -0.0498
C -0.742 7.842 0.472  -0.0464
C -1.368 8.483 1.530  -0.0480
C -2.344 7.830 2.278  -0.0504
C -2.695 6.529 1.967  -0.0643
C -0.246 4.065 2.737  -0.3143
C -0.434 5.003 3.743  -0.0563
C 0.482 6.037 3.869  -0.0527
C 1.559 6.125 2.997  -0.0569
C 1.735 5.176 1.998  -0.0632
C 0.832 4.133 1.865  -0.0814
C -2.062 2.403 4.071  -0.3234
C -3.313 2.847 4.479  -0.0688
C -3.756 2.516 5.753  -0.0570
C -2.953 1.761 6.598  -0.0503
C -1.700 1.328 6.178  -0.0522
C -1.249 1.646 4.907  -0.0638
H -3.890 1.906 -0.738  0.0822
H -6.097 1.300 -1.651  0.1107
H -6.538 1.561 -4.076  0.1141
H -4.768 2.420 -5.569  0.1154
H -2.571 3.055 -4.651  0.1152
H -2.458 5.332 -3.193  0.1025
H -1.276 6.949 -4.643  0.1150
H 1.077 6.547 -5.280  0.1144
H 2.255 4.531 -4.476  0.1119
H 1.052 2.897 -3.016  0.0771
H -5.061 3.191 1.590  0.0984
H -7.425 3.538 0.897  0.1162
H -7.942 5.028 -1.002  0.1175
H -6.127 6.217 -2.184  0.1187
H -3.776 5.905 -1.469  0.1107
H -0.621 6.019 -0.683  0.1056
H 0.017 8.355 -0.104  0.1167
H -1.098 9.502 1.776  0.1167
H -2.829 8.336 3.101  0.1180
H -3.452 6.006 2.540  0.1213
H -1.274 4.927 4.422  0.1200
H 0.356 6.772 4.654  0.1172
H 2.270 6.934 3.103  0.1141
H 2.579 5.247 1.324  0.1123
H 0.952 3.368 1.107  0.1022
H -3.925 3.441 3.815  0.0916
H -4.729 2.852 6.087  0.1129
H -3.304 1.512 7.591  0.1154
H -1.070 0.747 6.839  0.0626
H -0.281 1.305 4.557  0.0893
Br 1.642 0.169 7.542  0.7991
C 1.857 0.177 5.665  -0.6997
C 1.349 -0.872 4.913  -0.1154
C 1.478 -0.840 3.535  -0.0263
C 2.138 0.215 2.910  -0.2817
C 2.638 1.262 3.677  -0.0197
C 2.495 1.246 5.056  -0.1125
N 2.205 0.206 1.494  0.0622
C 3.269 0.568 0.910  -0.0818
C 3.348 0.609 -0.571  -0.2651
C 4.584 0.648 -1.196  -0.0024
C 4.633 0.632 -2.583  -0.0341
C 3.442 0.607 -3.287  -0.0305
C 2.249 0.601 -2.573  -0.1603
N 2.194 0.592 -1.247  0.0645
H 0.848 -1.699 5.398  0.1119
H 1.066 -1.638 2.927  0.1008
H 3.102 2.117 3.201  0.1145
H 2.871 2.064 5.654  0.1105
H 4.179 0.816 1.462  0.1402
H 5.490 0.678 -0.605  0.1216
H 5.583 0.646 -3.100  0.1189
H 3.428 0.600 -4.368  0.1147
H 1.292 0.622 -3.085  0.0881

Summary:
Charge: +2
Kohn-Sham gap (eV): 8.104
Energy relative to the best compared isomer or geometry (same formula, charge and spin) (kcal/mol): 0.7
HOMO level (Eh): -0.45562

***

Entry 8:
Molecular formula: C5H4N2S
Method: DFT, wB97M-V/def2-TZVPD

Each line ends with the Löwdin charge.
Atoms and positions in Å:
C -0.676 -0.798 -1.333  -0.0898
C 0.471 -0.977 -1.937  -0.4052
C -0.476 -0.015 -0.149  -0.4155
C 0.850 0.407 0.052  -0.5794
C -0.292 0.966 1.752  -0.2919
N -1.204 0.299 0.864  0.1252
N 1.017 1.090 1.198  0.0938
S 1.858 -0.126 -1.269  1.0720
H -1.616 -1.307 -1.444  0.1201
H 0.919 -1.726 -2.654  0.0843
H -0.583 1.995 2.247  0.1386
H -0.267 0.190 2.674  0.1476

Summary:
Multiplicity: 3
Charge: 0
Kohn-Sham gap (spin up / spin down) (eV): 7.193 / 6.992
Energy relative to the best compared isomer or geometry (same formula, charge and spin) (kcal/mol): 0.0
HOMO level (spin up / spin down) (Eh): -0.24041 / -0.36937

***

no.,total energy (Eh),M (g mol⁻¹)
1,-2030.7950,569.8
2,-1796.4144,591.8
3,-248.3855,73.1
4,-3203.0077,507.8
5,-458.3994,108.1
6,-3125.4647,196.9
7,-6934.9065,1268.0
8,-700.4611,124.2